Formula: C34H47BaN6O10S2
Source: OMol25
Level of theory: ωB97M-V with the def2-TZVPD basis set

Results
LUMO, hartree: 0.070
Net charge: -1
M, Da: 901.24
Energy above the lowest of the compared OMol25 structures with the same formula, charge and spin, eV: 6.230
Maximum force, eV Å⁻¹: 6.5
Calculated total energy, eV: -87801.4073
Multiplicity: 1
Kohn-Sham gap, eV: 7.5

Atoms and positions in Å:
Ba  -0.999202  0.246114  -1.755417
C  4.228047  -3.025770  1.585210
C  3.376406  -2.135852  0.678134
C  3.664480  -0.615884  0.830197
C  3.150049  0.189574  2.049495
C  3.490148  1.657483  1.788162
C  3.784537  -0.281200  3.363466
N  1.669126  0.051344  2.153919
C  0.963621  0.801015  3.213937
C  0.067737  1.905264  2.666740
N  -1.141353  1.393863  2.034088
C  -1.736029  2.475766  1.227795
C  -2.883052  2.102717  0.236936
O  -3.946715  2.712928  0.319637
O  -2.566249  1.218310  -0.627672
C  -2.021295  0.722153  3.030707
C  -3.181734  1.587108  3.544837
C  -2.560221  -0.640046  2.528056
C  -1.831125  -1.946193  2.933556
C  -2.825331  -3.085187  2.644914
C  -1.523203  -2.001469  4.437959
N  -0.539894  -2.052514  2.184423
C  -0.082549  -3.411413  1.863236
C  1.425676  -3.472740  1.549918
N  1.922324  -2.388459  0.700651
C  1.383468  -2.357675  -0.663466
C  1.166909  -0.920066  -1.172025
O  1.403756  -0.615728  -2.340726
O  0.690353  -0.096627  -0.328443
H  5.279678  -2.775043  1.439001
H  4.096237  -4.070596  1.302320
H  4.003622  -2.928874  2.644680
H  3.724494  -2.366528  -0.337632
H  3.251066  -0.139505  -0.061729
H  4.747029  -0.467361  0.791283
H  4.566633  1.769783  1.657996
H  3.183532  2.296746  2.617289
H  2.993745  2.000182  0.878275
H  4.835657  -0.519059  3.203194
H  3.281692  -1.170481  3.746249
H  3.735731  0.490070  4.132832
H  1.211950  0.196928  1.202229
H  1.434370  -0.947634  2.233249
H  1.679554  1.218169  3.920138
H  0.351895  0.072150  3.735422
H  0.611907  2.484715  1.917194
H  -0.157905  2.586257  3.509146
H  -0.953250  2.849330  0.561454
H  -2.082296  3.303333  1.858154
H  -1.406707  0.539509  3.914460
H  -3.894793  1.814214  2.755755
H  -2.814239  2.528966  3.959287
H  -3.697795  1.047560  4.341228
H  -2.605589  -0.604569  1.437499
H  -3.588298  -0.736794  2.882729
H  -3.749889  -2.901497  3.194959
H  -2.439670  -4.055514  2.963319
H  -3.052924  -3.130072  1.584520
H  -2.430457  -1.801446  5.012349
H  -0.757785  -1.285403  4.739097
H  -1.162673  -2.997694  4.704830
H  -0.672397  -1.567904  1.299650
H  -0.666689  -3.849771  1.049410
H  -0.218891  -4.041565  2.744776
H  1.642644  -4.471155  1.136408
H  1.951041  -3.396463  2.505128
H  0.392618  -2.810242  -0.686375
H  2.004298  -2.895313  -1.387131
O  -1.660786  0.446594  -3.849425
S  -0.633661  1.418890  -4.175076
O  0.369873  0.986347  -5.101333
N  -0.032877  2.048325  -2.834188
C  -0.548862  3.262296  -2.560959
O  -0.353791  3.896605  -1.532684
C  -1.394536  3.793610  -3.689584
C  -2.047452  5.010546  -3.750002
C  -2.791745  5.298190  -4.886299
C  -2.870652  4.388132  -5.936719
C  -2.219310  3.162523  -5.866838
C  -1.487664  2.891013  -4.730537
H  -1.968372  5.698182  -2.918331
H  -3.327041  6.236989  -4.954208
H  -3.456680  4.628904  -6.814377
H  -2.284496  2.440423  -6.670839
O  -2.331221  -3.122111  -1.015452
C  -1.893139  -2.923569  -2.160766
N  -1.046820  -1.922174  -2.391391
S  -0.209888  -1.771446  -3.791093
O  0.671910  -2.933963  -3.860748
O  -1.496194  -2.232977  -4.907665
C  -2.136278  -3.371289  -4.606804
C  -2.649548  -4.154208  -5.643959
C  -3.342989  -5.317079  -5.371852
C  -3.542869  -5.731004  -4.057574
C  -3.039996  -4.958889  -3.027106
C  -2.336744  -3.787873  -3.285654
H  -2.481513  -3.826835  -6.662677
H  -3.734739  -5.906330  -6.192469
H  -4.090415  -6.641285  -3.848137
H  -3.192937  -5.229579  -1.990417

Cartesian forces (eV/Å) of the 3 atoms listed first:
Ba -3.2 0.5 5.6
C -0.1 0.0 -0.1
C 0.0 0.3 0.2